Entry from the Open Molecules 2025 dataset: 18 unconnected molecules or ions with the total composition C96H131N13O20 at a distorted geometry (ωB97M-V/def2-TZVPD).

Output
LUMO level = -1.1 eV
HOMO energy = -8.17 eV
F_max = 4.26 eV/Å
gap between HOMO and LUMO = 7.06 eV
E = -161970.22854 eV

Geometry (Å):
C  0.803  -5.335  2.417
C  -0.313  -4.613  1.715
C  -0.708  -5.460  0.483
O  -1.680  -4.816  -0.217
C  -1.225  -3.724  -0.995
N  -1.362  -4.552  2.717
H  1.659  -5.564  1.782
H  0.357  -6.300  2.659
H  1.223  -4.767  3.247
H  0.036  -3.600  1.511
H  -1.224  -6.323  0.906
H  0.091  -5.739  -0.204
H  -2.006  -3.112  -1.445
H  -0.583  -3.946  -1.847
H  -0.577  -3.157  -0.327
H  -0.876  -4.161  3.511
H  -2.089  -3.923  2.408
C  3.435  2.250  -1.602
C  4.845  2.772  -1.925
C  5.533  3.619  -0.800
O  6.869  3.769  -1.150
C  7.389  5.028  -0.614
N  5.627  1.636  -2.408
H  3.405  1.917  -0.564
H  3.034  1.391  -2.141
H  2.695  3.033  -1.768
H  4.752  3.443  -2.779
H  5.502  3.065  0.139
H  4.993  4.554  -0.652
H  7.319  5.204  0.459
H  7.158  5.968  -1.114
H  8.470  4.893  -0.666
H  5.147  1.324  -3.240
H  6.542  1.958  -2.690
C  4.106  -0.601  -4.497
C  3.784  0.456  -5.534
C  2.620  1.406  -5.291
O  2.412  2.038  -6.560
C  1.655  3.247  -6.539
N  4.931  1.325  -5.568
H  4.126  -0.231  -3.472
H  5.096  -0.981  -4.751
H  3.401  -1.430  -4.556
H  3.610  -0.044  -6.486
H  2.835  2.172  -4.547
H  1.629  1.004  -5.079
H  0.914  3.259  -5.740
H  1.057  3.373  -7.442
H  2.304  4.099  -6.336
H  5.757  0.933  -5.997
H  4.686  2.103  -6.164
C  4.923  0.487  3.609
C  5.826  1.476  2.848
C  6.051  2.859  3.587
O  4.920  3.280  4.332
C  3.888  3.787  3.537
N  7.109  0.862  2.518
H  5.533  0.049  4.399
H  4.529  -0.354  3.039
H  4.006  0.872  4.056
H  5.335  1.895  1.970
H  6.445  3.651  2.950
H  6.752  2.670  4.400
H  4.015  4.778  3.101
H  2.983  3.744  4.142
H  3.657  3.149  2.684
H  6.883  0.036  1.982
H  7.587  1.428  1.832
C  7.369  -1.459  -2.348
C  7.758  -0.730  -1.040
C  8.875  0.307  -1.212
O  10.011  -0.377  -1.596
C  11.301  0.164  -1.367
N  6.499  -0.256  -0.443
H  8.279  -1.824  -2.824
H  6.821  -0.872  -3.085
H  6.825  -2.375  -2.115
H  8.208  -1.489  -0.399
H  8.947  0.945  -0.332
H  8.463  0.942  -1.996
H  11.551  0.968  -2.059
H  12.069  -0.592  -1.530
H  11.518  0.519  -0.359
H  6.073  0.402  -1.080
H  5.788  -0.934  -0.211
C  -5.183  -2.641  4.959
C  -6.217  -2.117  3.905
C  -7.275  -1.301  4.692
O  -8.374  -1.201  3.833
C  -9.092  0.023  3.880
N  -5.673  -1.147  2.969
H  -5.651  -3.425  5.553
H  -4.821  -1.770  5.506
H  -4.315  -2.964  4.383
H  -6.602  -2.973  3.351
H  -6.904  -0.384  5.151
H  -7.681  -1.845  5.545
H  -9.810  0.046  3.060
H  -8.368  0.829  3.758
H  -9.504  0.129  4.884
H  -6.521  -0.853  2.506
H  -5.226  -1.696  2.250
C  -6.866  -2.651  -0.861
C  -7.848  -3.019  0.125
C  -7.744  -4.102  1.018
C  -6.542  -4.832  0.956
C  -5.516  -4.386  0.056
C  -5.716  -3.357  -0.876
H  -7.056  -1.816  -1.519
H  -8.782  -2.486  0.227
H  -8.552  -4.369  1.683
H  -6.284  -5.553  1.718
H  -4.614  -4.971  -0.049
H  -4.908  -3.131  -1.556
C  -1.472  -0.094  -0.255
C  -0.601  -0.067  -1.280
C  0.719  -0.536  -1.078
C  1.099  -0.940  0.165
C  0.214  -0.989  1.233
C  -1.051  -0.499  1.013
H  -2.498  0.214  -0.394
H  -0.958  0.285  -2.236
H  1.346  -0.588  -1.956
H  2.053  -1.423  0.319
H  0.486  -1.427  2.182
H  -1.726  -0.611  1.849
C  -1.397  -1.960  -5.491
C  -1.332  -3.230  -5.967
C  -0.411  -4.124  -5.430
C  0.616  -3.679  -4.564
C  0.456  -2.390  -4.051
C  -0.486  -1.544  -4.553
H  -2.139  -1.292  -5.901
H  -1.971  -3.568  -6.769
H  -0.408  -5.103  -5.886
H  1.310  -4.390  -4.140
H  1.143  -2.088  -3.273
H  -0.478  -0.480  -4.371
C  -2.823  5.255  -0.433
C  -2.966  6.433  -1.139
C  -2.833  6.421  -2.516
C  -2.507  5.240  -3.178
C  -2.373  4.058  -2.497
C  -2.470  4.072  -1.101
H  -3.079  5.357  0.611
H  -3.201  7.398  -0.716
H  -2.944  7.346  -3.063
H  -2.291  5.317  -4.234
H  -2.268  3.078  -2.937
H  -2.163  3.135  -0.661
C  -5.302  0.339  -2.263
C  -5.051  1.410  -3.105
C  -5.249  2.731  -2.672
C  -5.812  2.983  -1.377
C  -5.975  1.882  -0.479
C  -5.741  0.564  -1.001
H  -5.050  -0.644  -2.635
H  -4.510  1.335  -4.037
H  -4.957  3.538  -3.327
H  -6.034  4.003  -1.097
H  -6.331  1.955  0.538
H  -5.914  -0.306  -0.385
C  -0.692  3.312  1.750
C  -0.782  4.403  2.614
C  0.063  5.539  2.515
C  0.940  5.642  1.426
C  1.001  4.607  0.484
C  0.319  3.386  0.766
N  1.800  6.833  1.219
O  1.857  7.776  2.012
O  2.574  6.852  0.293
H  -1.267  2.398  1.722
H  -1.464  4.430  3.451
H  0.198  6.333  3.235
H  1.553  4.674  -0.442
H  0.343  2.694  -0.063
C  -5.626  -2.667  -4.729
C  -6.649  -3.620  -5.028
C  -7.004  -3.811  -6.369
C  -6.355  -3.054  -7.357
C  -5.413  -2.027  -7.052
C  -5.172  -1.737  -5.683
N  -6.711  -3.206  -8.753
O  -6.229  -2.380  -9.512
O  -7.470  -4.163  -9.090
H  -5.310  -2.605  -3.698
H  -6.958  -4.301  -4.248
H  -7.825  -4.453  -6.653
H  -4.946  -1.456  -7.840
H  -4.478  -0.963  -5.392
C  1.144  1.419  6.974
C  1.558  0.314  7.681
C  1.965  -0.802  6.982
C  1.800  -0.834  5.613
C  1.285  0.283  4.961
C  0.904  1.446  5.631
N  2.183  -2.047  4.838
O  2.282  -3.116  5.484
O  2.447  -1.929  3.676
H  0.700  2.255  7.493
H  1.574  0.351  8.760
H  2.333  -1.635  7.562
H  1.100  0.317  3.898
H  0.419  2.290  5.165
C  7.026  -2.216  3.948
C  7.835  -2.386  2.864
C  7.377  -2.946  1.716
C  6.074  -3.391  1.704
C  5.190  -3.285  2.808
C  5.687  -2.605  3.940
N  5.576  -4.082  0.433
O  6.411  -4.433  -0.367
O  4.393  -4.229  0.293
H  7.435  -1.630  4.757
H  8.829  -1.966  2.828
H  8.105  -2.977  0.918
H  4.163  -3.590  2.675
H  5.024  -2.390  4.765
C  -2.043  -0.124  -9.687
C  -2.752  1.039  -9.916
C  -2.607  2.161  -9.117
C  -1.720  2.124  -8.031
C  -0.976  0.957  -7.849
C  -1.204  -0.174  -8.604
N  -1.785  3.089  -6.960
O  -1.485  2.775  -5.809
O  -2.334  4.157  -7.259
H  -2.202  -0.992  -10.309
H  -3.502  0.986  -10.692
H  -3.247  3.022  -9.242
H  -0.271  0.856  -7.037
H  -0.538  -0.975  -8.317
C  -1.784  -2.944  9.850
C  -2.167  -4.160  9.474
C  -2.337  -4.418  8.116
C  -1.922  -3.442  7.128
C  -1.450  -2.206  7.598
C  -1.442  -1.918  8.965
N  -1.999  -3.716  5.632
O  -1.532  -2.787  4.982
O  -2.529  -4.709  5.224
H  -1.454  -2.718  10.853
H  -2.380  -4.987  10.136
H  -2.587  -5.394  7.726
H  -1.051  -1.454  6.934
H  -1.181  -0.896  9.196
C  -4.284  4.541  3.600
C  -4.036  4.406  5.014
C  -3.672  3.209  5.622
C  -3.459  2.121  4.761
C  -3.687  2.245  3.390
C  -4.174  3.433  2.793
N  -2.948  0.941  5.340
O  -1.895  0.516  4.870
O  -3.621  0.484  6.248
H  -4.548  5.523  3.236
H  -4.177  5.308  5.591
H  -3.397  3.237  6.666
H  -3.504  1.375  2.777
H  -4.212  3.601  1.727

Mulliken atomic charge list, values in e, 6 entries:
1 C -1.969
2 C 2.113
3 C -0.909
4 O -0.240
5 C 0.081
6 N -0.370